[1]
124
Properties=species:S:1:pos:R:3:lowdin_charge:R:1 method="wB97M-V/def2-TZVPD" homo_lumo_gap_ha=0.246 relative_energy_kcal_mol=0.00 max_force_ha_per_bohr=0.0098 charge=-1 homo_ev=-4.6
Hf 0.49 -1.29 -0.01 0.991
C 3.64 -1.68 -3.47 -0.115
N 3.75 -0.60 -2.50 -0.257
C 5.14 -0.20 -2.40 -0.129
C 2.92 0.54 -2.87 -0.198
C 1.43 0.35 -2.61 -0.249
N 1.04 0.48 -1.19 -0.138
C 1.09 1.75 -0.70 -0.238
C 0.83 1.92 0.67 -0.194
F 0.47 0.78 1.35 -0.073
C 0.88 3.10 1.37 -0.255
F 0.60 3.10 2.68 0.095
C 1.20 4.28 0.72 0.063
C 1.43 4.17 -0.64 -0.226
F 1.70 5.29 -1.34 0.082
C 1.38 2.98 -1.34 -0.171
F 1.57 3.07 -2.67 0.065
H 4.16 -2.56 -3.09 0.084
H 2.61 -1.96 -3.66 -0.013
H 4.09 -1.39 -4.44 0.087
H 5.54 0.13 -3.38 0.085
H 5.74 -1.05 -2.07 0.085
H 5.26 0.61 -1.69 0.068
H 3.05 0.79 -3.94 0.129
H 3.28 1.41 -2.31 0.106
H 1.13 -0.63 -2.97 -0.039
H 0.85 1.05 -3.22 0.104
H 1.23 5.23 1.23 0.133
C -2.33 2.55 0.90 -0.171
N -2.63 1.63 -0.22 -0.493
P -2.11 2.14 -1.81 1.068
C -2.46 3.94 -1.73 -0.359
C -3.66 4.46 -1.24 -0.092
C -3.88 5.82 -1.23 -0.081
C -2.91 6.69 -1.73 -0.092
C -1.73 6.18 -2.24 -0.079
C -1.50 4.81 -2.23 -0.096
C -3.53 1.70 -2.89 -0.375
C -3.27 1.68 -4.26 -0.106
C -4.27 1.41 -5.17 -0.088
C -5.56 1.13 -4.72 -0.094
C -5.83 1.13 -3.36 -0.082
C -4.82 1.42 -2.45 -0.103
P -2.28 -0.03 0.22 0.945
C -3.36 -0.15 1.70 -0.352
C -4.56 0.57 1.72 -0.120
C -5.40 0.51 2.82 -0.082
C -5.05 -0.25 3.92 -0.089
C -3.86 -0.96 3.91 -0.071
C -3.02 -0.91 2.81 -0.108
C -3.20 -0.98 -1.02 -0.401
C -4.45 -1.55 -0.78 -0.088
C -5.10 -2.25 -1.78 -0.081
C -4.52 -2.38 -3.03 -0.078
C -3.27 -1.85 -3.27 -0.106
C -2.60 -1.16 -2.27 -0.196
H -1.73 3.40 0.57 0.067
H -1.77 2.04 1.69 0.067
H -3.25 2.93 1.35 0.079
H -4.42 3.79 -0.86 0.102
H -4.81 6.22 -0.84 0.100
H -3.09 7.76 -1.74 0.098
H -0.97 6.85 -2.63 0.104
H -0.57 4.41 -2.62 0.085
H -2.26 1.87 -4.61 0.102
H -4.05 1.39 -6.23 0.100
H -6.34 0.89 -5.43 0.097
H -6.82 0.88 -3.00 0.102
H -5.03 1.40 -1.39 0.084
H -4.82 1.18 0.87 0.090
H -6.32 1.07 2.82 0.100
H -5.70 -0.30 4.79 0.099
H -3.57 -1.57 4.77 0.105
H -2.11 -1.50 2.81 0.016
H -4.90 -1.47 0.20 0.097
H -6.07 -2.70 -1.57 0.100
H -5.04 -2.93 -3.81 0.103
H -2.77 -1.99 -4.22 0.076
H -1.61 -0.78 -2.48 0.050
S -0.49 -6.13 -0.45 -0.173
As -1.23 -4.28 -1.00 0.169
S -1.07 -2.90 0.94 -0.028
S 0.62 -3.01 -1.90 -0.210
S 0.05 -2.63 -3.85 -0.048
C 5.17 -0.77 2.77 -0.102
C 3.84 -0.34 2.13 -0.604
C 3.34 0.87 2.93 -0.102
C 4.18 0.17 0.72 -0.129
Si 2.52 -1.79 1.97 0.782
C 1.71 -2.03 3.74 -0.622
C 2.72 -1.99 4.90 -0.102
C 0.96 -3.37 3.88 -0.126
C 0.68 -0.92 3.97 -0.121
C 3.44 -3.43 1.44 -0.633
C 4.31 -4.07 2.53 -0.101
C 4.32 -3.18 0.20 -0.113
C 2.41 -4.49 1.02 -0.156
H 5.84 0.09 2.83 0.083
H 5.68 -1.54 2.19 0.056
H 5.04 -1.15 3.79 0.062
H 4.05 1.70 2.80 0.086
H 3.27 0.68 3.99 0.063
H 2.37 1.23 2.59 0.039
H 4.85 1.05 0.80 0.088
H 3.30 0.47 0.15 0.047
H 4.69 -0.58 0.13 0.039
H 3.49 -2.75 4.79 0.063
H 2.20 -2.18 5.84 0.082
H 3.21 -1.03 4.99 0.051
H 1.63 -4.22 3.88 0.064
H 0.22 -3.52 3.09 -0.004
H 0.43 -3.37 4.84 0.080
H 1.13 0.07 4.02 0.059
H 0.14 -1.09 4.91 0.086
H -0.07 -0.90 3.17 0.024
H 5.07 -3.39 2.93 0.056
H 4.83 -4.94 2.11 0.082
H 3.71 -4.42 3.37 0.060
H 5.21 -2.59 0.44 0.060
H 3.78 -2.66 -0.59 0.052
H 4.65 -4.14 -0.20 0.087
H 1.66 -4.71 1.77 0.049
H 2.92 -5.42 0.77 0.088
H 1.86 -4.20 0.11 -0.018



[2]
9
Properties=species:S:1:pos:R:3:nbo_charge:R:1 method="wB97M-V/def2-TZVPD" homo_lumo_gap_ha=0.352 relative_energy_kcal_mol=6.16 max_force_ha_per_bohr=0.0814 homo_ev=-9.7
C -0.42 -0.14 0.21 -0.572
C -1.91 0.02 -0.46 -0.341
S 0.89 -1.09 -0.63 0.008
Br -2.95 1.07 0.84 0.088
Br -2.67 -1.72 -0.64 0.124
Br -1.85 0.92 -2.17 0.106
H -0.01 0.72 0.59 0.228
H -0.44 -0.95 1.05 0.248
H 1.06 -0.31 -1.64 0.110



[3]
55
Properties=species:S:1:pos:R:3:nbo_charge:R:1 method="wB97M-V/def2-TZVPD" homo_lumo_gap_ha=0.333 relative_energy_kcal_mol=10.11 max_force_ha_per_bohr=0.0525 homo_ev=-8.9 smiles="CNC(=O)[C@@H](Cc1ccc(O)cc1)NC(C)=O.O=C(O)c1ncccc1CP(=O)(O)O"
C 2.37 1.10 7.80 -0.412
N 2.01 0.94 6.39 -0.612
C 1.80 -0.24 5.79 0.656
O 1.85 -1.30 6.40 -0.634
C 1.45 -0.24 4.29 -0.122
C 0.03 -0.79 4.09 -0.421
C -0.66 -0.46 2.77 -0.048
C -1.46 0.70 2.70 -0.210
C -2.14 1.02 1.50 -0.278
C -2.02 0.17 0.38 0.285
O -2.69 0.49 -0.77 -0.694
C -1.22 -0.99 0.46 -0.211
C -0.54 -1.30 1.65 -0.195
N 1.58 1.08 3.63 -0.634
C 2.71 1.70 3.29 0.674
C 4.05 1.04 3.53 -0.718
O 2.66 2.80 2.78 -0.629
H 3.38 0.72 7.97 0.205
H 2.33 2.15 8.09 0.209
H 1.68 0.53 8.43 0.217
H 1.93 1.78 5.83 0.407
H 2.14 -0.93 3.80 0.222
H -0.60 -0.42 4.89 0.216
H 0.07 -1.88 4.20 0.243
H -1.58 1.34 3.56 0.212
H -2.75 1.91 1.45 0.210
H -3.35 1.16 -0.60 0.490
H -1.15 -1.64 -0.40 0.247
H 0.06 -2.20 1.71 0.216
H 0.73 1.54 3.34 0.418
H 4.84 1.70 3.18 0.248
H 4.19 0.85 4.59 0.229
H 4.11 0.10 2.97 0.227
O -2.65 -1.29 -8.03 -0.552
C -1.64 -1.51 -7.37 0.750
O -1.19 -2.77 -7.14 -0.676
C -0.88 -0.34 -6.80 0.072
N -0.60 0.70 -7.63 -0.364
C 0.07 1.77 -7.19 0.030
C 0.50 1.87 -5.87 -0.225
C 0.24 0.83 -4.98 -0.172
C -0.46 -0.30 -5.43 -0.011
C -0.69 -1.42 -4.41 -0.848
P -2.39 -1.59 -3.81 2.352
O -2.43 -2.18 -2.47 -1.158
O -3.11 -0.21 -3.62 -1.000
O -3.22 -2.53 -4.76 -0.964
H -1.85 -3.34 -7.56 0.507
H 0.27 2.58 -7.88 0.203
H 1.04 2.75 -5.55 0.223
H 0.58 0.91 -3.95 0.220
H -0.40 -2.38 -4.82 0.284
H -0.08 -1.26 -3.52 0.271
H -2.90 -0.06 -2.68 0.538
H -4.03 -2.63 -4.24 0.513



[4]
96
Properties=species:S:1:pos:R:3:lowdin_charge:R:1 method="wB97M-V/def2-TZVPD" homo_lumo_gap_ha=0.216 relative_energy_kcal_mol=0.00 max_force_ha_per_bohr=0.0074 charge=-1 homo_ev=-4.3
Sr -0.52 0.85 0.30 1.324
Cl -2.14 2.71 -7.28 0.606
C -1.79 2.05 -5.69 -0.684
C -1.41 0.70 -5.58 -0.106
C -1.14 0.17 -4.35 -0.006
C -1.23 0.94 -3.15 -0.385
O -0.96 0.40 -2.03 -0.265
C -1.61 2.31 -3.30 -0.131
C -1.79 3.22 -2.19 -0.092
N -1.54 3.00 -0.95 0.036
C -2.00 3.93 0.00 -0.210
C -3.15 4.67 -0.15 -0.025
C -3.63 5.50 0.89 -0.080
C -2.98 5.57 2.08 -0.045
C -1.81 4.79 2.29 -0.152
C -1.14 4.75 3.54 -0.008
C -0.06 3.94 3.70 -0.032
C 0.38 3.18 2.59 -0.132
N -0.19 3.22 1.41 0.025
C -1.31 3.99 1.25 -0.162
C -1.89 2.83 -4.58 -0.087
H -1.33 0.09 -6.47 0.103
H -0.84 -0.87 -4.23 0.100
H -2.19 4.20 -2.48 0.121
H -3.74 4.56 -1.05 0.105
H -4.54 6.07 0.73 0.101
H -3.36 6.18 2.89 0.108
H -1.52 5.35 4.36 0.115
H 0.45 3.85 4.64 0.110
H 1.23 2.51 2.69 0.113
H -2.19 3.86 -4.67 0.106
O 3.44 -1.06 1.36 -0.055
C 2.37 -0.53 1.76 -0.588
O 1.59 0.09 1.00 -0.243
C 2.07 -0.63 3.25 -0.145
C 3.18 -0.91 4.05 -0.052
C 3.11 -1.00 5.42 -0.115
C 1.87 -0.83 6.03 -0.120
C 0.76 -0.57 5.26 -0.169
C 0.80 -0.46 3.85 -0.643
S -0.76 -0.16 3.09 0.455
H 4.12 -1.06 3.54 0.104
H 3.99 -1.22 6.01 0.086
H 1.77 -0.90 7.11 0.090
H -0.21 -0.45 5.73 0.074
C -2.93 -3.65 1.11 -0.104
C -4.30 -3.01 0.95 -0.297
C -4.30 -1.52 1.27 -0.339
S -3.34 -0.60 0.05 0.909
O -3.08 0.77 0.65 -0.638
C -4.58 -0.36 -1.27 -0.308
C -5.23 1.02 -1.22 -0.285
C -6.18 1.22 -0.05 -0.108
H -2.99 -4.73 0.96 0.072
H -2.52 -3.46 2.10 0.079
H -2.21 -3.26 0.38 0.060
H -5.01 -3.49 1.63 0.107
H -4.69 -3.18 -0.06 0.098
H -3.76 -1.31 2.19 0.089
H -5.30 -1.09 1.33 0.084
H -5.30 -1.17 -1.20 0.089
H -4.01 -0.47 -2.20 0.086
H -5.76 1.16 -2.17 0.112
H -4.44 1.77 -1.18 0.088
H -6.95 0.44 -0.02 0.073
H -6.69 2.18 -0.13 0.070
H -5.64 1.21 0.90 0.064
C 4.33 -0.78 -3.53 -0.099
C 3.54 0.46 -3.10 -0.229
C 2.75 0.24 -1.81 -0.189
N 1.69 -0.75 -1.98 0.014
C 1.77 -2.06 -1.73 -0.829
S 0.56 -3.10 -2.20 0.629
N 2.91 -2.47 -1.03 0.111
C 3.67 -3.56 -1.40 -0.448
O 3.51 -4.18 -2.44 0.041
C 4.78 -3.93 -0.46 -0.121
C 5.47 -3.01 0.31 -0.024
C 6.53 -3.43 1.11 -0.078
C 6.88 -4.77 1.16 -0.102
C 6.18 -5.70 0.39 -0.091
C 5.15 -5.28 -0.43 -0.026
H 4.85 -0.60 -4.47 0.067
H 3.67 -1.64 -3.66 0.066
H 5.07 -1.05 -2.77 0.074
H 2.86 0.76 -3.89 0.105
H 4.22 1.30 -2.93 0.104
H 2.28 1.17 -1.49 0.114
H 3.40 -0.05 -0.99 0.102
H 0.81 -0.44 -2.36 0.067
H 3.15 -1.96 -0.17 0.092
H 5.19 -1.97 0.31 0.093
H 7.06 -2.71 1.71 0.101
H 7.69 -5.10 1.80 0.094
H 6.45 -6.74 0.42 0.096
H 4.61 -5.98 -1.05 0.115



[5]
55
Properties=species:S:1:pos:R:3:nbo_charge:R:1 method="wB97M-V/def2-TZVPD" homo_lumo_gap_ha=0.335 relative_energy_kcal_mol=0.00 max_force_ha_per_bohr=0.0259 homo_ev=-8.6 smiles="O=C(CN(Cc1ccccc1F)C(=O)Cn1nnc(-c2cccs2)n1)NC[C@@H]1CCCO1"
O -2.35 0.58 2.90 -0.622
C -1.77 1.28 2.10 0.669
C -1.51 0.82 0.66 -0.348
N -0.38 1.48 0.04 -0.453
C -0.59 2.09 -1.26 -0.244
C -0.54 1.01 -2.31 -0.135
C 0.68 0.49 -2.74 -0.186
C 0.74 -0.57 -3.62 -0.225
C -0.43 -1.13 -4.11 -0.184
C -1.66 -0.64 -3.70 -0.304
C -1.69 0.41 -2.81 0.457
F -2.90 0.89 -2.41 -0.344
C 0.90 1.35 0.46 0.698
O 1.81 2.00 0.00 -0.608
C 1.18 0.24 1.49 -0.317
N 1.32 -0.94 0.69 0.011
N 2.47 -1.50 0.39 -0.019
N 2.23 -2.43 -0.46 -0.262
C 0.90 -2.43 -0.68 0.259
C 0.21 -3.30 -1.59 -0.269
C -1.14 -3.40 -1.77 -0.203
C -1.48 -4.33 -2.76 -0.264
C -0.38 -4.91 -3.33 -0.409
S 1.09 -4.34 -2.65 0.488
N 0.31 -1.49 0.04 -0.277
N -1.37 2.55 2.36 -0.616
C -1.29 3.04 3.71 -0.243
C -0.01 2.53 4.40 0.085
C 0.36 3.34 5.64 -0.430
C 1.34 4.37 5.08 -0.432
C 2.04 3.55 4.00 -0.064
O 1.08 2.65 3.49 -0.554
H -1.40 -0.27 0.66 0.263
H -2.40 1.05 0.08 0.247
H 0.22 2.81 -1.43 0.250
H -1.55 2.61 -1.27 0.219
H 1.59 0.93 -2.36 0.236
H 1.69 -0.96 -3.93 0.224
H -0.39 -1.96 -4.80 0.223
H -2.58 -1.06 -4.06 0.229
H 0.40 0.11 2.23 0.239
H 2.14 0.44 1.97 0.269
H -1.85 -2.83 -1.19 0.235
H -2.49 -4.56 -3.05 0.227
H -0.35 -5.65 -4.10 0.238
H -0.73 2.97 1.71 0.411
H -2.17 2.69 4.26 0.229
H -1.30 4.13 3.67 0.197
H -0.15 1.46 4.62 0.192
H 0.86 2.70 6.37 0.214
H -0.52 3.79 6.10 0.220
H 0.80 5.21 4.63 0.202
H 2.03 4.75 5.82 0.223
H 2.88 2.98 4.43 0.166
H 2.42 4.15 3.17 0.195



What did the third record say?
55
Properties=species:S:1:pos:R:3:nbo_charge:R:1 method="wB97M-V/def2-TZVPD" homo_lumo_gap_ha=0.333 relative_energy_kcal_mol=10.11 max_force_ha_per_bohr=0.0525 homo_ev=-8.9 smiles="CNC(=O)[C@@H](Cc1ccc(O)cc1)NC(C)=O.O=C(O)c1ncccc1CP(=O)(O)O"
C 2.37 1.10 7.80 -0.412
N 2.01 0.94 6.39 -0.612
C 1.80 -0.24 5.79 0.656
O 1.85 -1.30 6.40 -0.634
C 1.45 -0.24 4.29 -0.122
C 0.03 -0.79 4.09 -0.421
C -0.66 -0.46 2.77 -0.048
C -1.46 0.70 2.70 -0.210
C -2.14 1.02 1.50 -0.278
C -2.02 0.17 0.38 0.285
O -2.69 0.49 -0.77 -0.694
C -1.22 -0.99 0.46 -0.211
C -0.54 -1.30 1.65 -0.195
N 1.58 1.08 3.63 -0.634
C 2.71 1.70 3.29 0.674
C 4.05 1.04 3.53 -0.718
O 2.66 2.80 2.78 -0.629
H 3.38 0.72 7.97 0.205
H 2.33 2.15 8.09 0.209
H 1.68 0.53 8.43 0.217
H 1.93 1.78 5.83 0.407
H 2.14 -0.93 3.80 0.222
H -0.60 -0.42 4.89 0.216
H 0.07 -1.88 4.20 0.243
H -1.58 1.34 3.56 0.212
H -2.75 1.91 1.45 0.210
H -3.35 1.16 -0.60 0.490
H -1.15 -1.64 -0.40 0.247
H 0.06 -2.20 1.71 0.216
H 0.73 1.54 3.34 0.418
H 4.84 1.70 3.18 0.248
H 4.19 0.85 4.59 0.229
H 4.11 0.10 2.97 0.227
O -2.65 -1.29 -8.03 -0.552
C -1.64 -1.51 -7.37 0.750
O -1.19 -2.77 -7.14 -0.676
C -0.88 -0.34 -6.80 0.072
N -0.60 0.70 -7.63 -0.364
C 0.07 1.77 -7.19 0.030
C 0.50 1.87 -5.87 -0.225
C 0.24 0.83 -4.98 -0.172
C -0.46 -0.30 -5.43 -0.011
C -0.69 -1.42 -4.41 -0.848
P -2.39 -1.59 -3.81 2.352
O -2.43 -2.18 -2.47 -1.158
O -3.11 -0.21 -3.62 -1.000
O -3.22 -2.53 -4.76 -0.964
H -1.85 -3.34 -7.56 0.507
H 0.27 2.58 -7.88 0.203
H 1.04 2.75 -5.55 0.223
H 0.58 0.91 -3.95 0.220
H -0.40 -2.38 -4.82 0.284
H -0.08 -1.26 -3.52 0.271
H -2.90 -0.06 -2.68 0.538
H -4.03 -2.63 -4.24 0.513